C37H43BN8SSbY as an isolated structure, computed with ωB97M-V/def2-TZVPD.

Structure (XYZ):
```
92
Properties=species:S:1:pos:R:3:forces:R:3
Y 0.2143 0.4491 -0.0060 -0.364 -0.589 -0.033
C 0.0475 -1.4620 3.0127 -0.003 -0.029 0.023
C -0.6662 -1.7298 1.7118 0.006 0.001 -0.046
C -0.0487 -2.4458 0.6789 0.010 0.036 0.051
C -0.7200 -2.7211 -0.5126 0.010 0.061 0.007
C -2.0191 -2.2739 -0.6976 0.003 -0.004 -0.007
C -2.6472 -1.5521 0.3097 0.009 0.053 -0.021
C -1.9775 -1.2847 1.4977 0.166 0.021 0.094
H 0.5081 -0.4690 3.0379 -0.006 0.003 -0.003
H 0.8310 -2.1978 3.1883 -0.003 0.002 0.003
H -0.6501 -1.4994 3.8479 -0.003 -0.009 0.007
H 0.9460 -2.8435 0.8384 -0.020 -0.058 0.013
H -0.2322 -3.2948 -1.2896 0.000 -0.017 0.002
H -2.5399 -2.4887 -1.6206 0.000 0.003 -0.009
H -3.6668 -1.2111 0.1796 -0.004 -0.007 -0.005
H -2.4804 -0.7579 2.2972 -0.025 -0.017 -0.003
B 1.5030 2.3212 1.9241 0.097 0.105 -0.042
N 1.5316 3.1275 0.6038 -0.111 0.056 0.037
C 1.8551 4.3961 0.3434 0.088 -0.037 0.003
C 1.5270 4.6768 -0.9740 0.016 -0.019 -0.009
C 0.9827 3.4954 -1.4586 0.024 -0.015 -0.065
N 0.9785 2.5609 -0.5002 -0.018 0.193 0.057
N 0.0643 2.3111 2.4693 -0.083 0.072 -0.085
C -0.5286 3.0204 3.4309 0.059 -0.016 0.017
C -1.8928 2.7894 3.3735 -0.071 -0.032 -0.019
C -2.0513 1.9074 2.3137 0.051 -0.013 -0.028
N -0.8645 1.6168 1.7617 -0.006 0.084 0.038
H 2.2886 2.7428 2.7078 0.059 -0.021 0.110
H 1.7628 1.1467 1.6189 -0.082 -0.018 -0.065
H 2.3078 5.0127 1.1021 0.013 0.012 0.011
H 1.6796 5.6008 -1.5016 0.000 0.015 -0.026
H 0.6112 3.2609 -2.4431 -0.004 0.007 -0.006
H 0.0556 3.6356 4.0945 0.004 0.014 0.027
H -2.6544 3.1950 4.0145 -0.012 0.010 0.017
H -2.9516 1.4584 1.9280 -0.035 0.014 0.003
S -0.5569 0.2682 -2.5468 0.145 0.160 -0.124
Sb -2.4941 1.2671 -3.3416 -0.092 -0.088 0.067
C -2.2769 3.3273 -3.6418 -0.009 0.022 -0.020
C -2.1273 4.2278 -2.5913 0.003 -0.055 0.171
C -2.0074 5.5804 -2.8595 0.001 0.051 -0.008
C -2.0325 6.0349 -4.1716 0.007 0.004 -0.008
C -2.1753 5.1376 -5.2185 0.004 0.017 0.003
C -2.2985 3.7806 -4.9575 -0.030 -0.080 -0.082
C -2.8143 0.4065 -5.2149 0.089 -0.039 -0.104
C -1.6869 0.0489 -5.9516 0.101 -0.052 0.101
C -1.8356 -0.4624 -7.2305 -0.049 -0.021 -0.036
C -3.1044 -0.6207 -7.7712 -0.003 0.015 0.017
C -4.2263 -0.2585 -7.0391 0.016 -0.019 -0.031
C -4.0853 0.2621 -5.7618 -0.188 0.161 0.117
C -4.0422 0.8486 -1.9844 -0.023 0.162 0.096
C -4.1026 1.5778 -0.7973 0.033 0.134 -0.010
C -5.1290 1.3496 0.1067 -0.037 -0.033 0.007
C -6.0864 0.3778 -0.1568 0.026 -0.007 -0.024
C -6.0151 -0.3641 -1.3271 -0.028 0.020 0.050
C -5.0003 -0.1239 -2.2435 0.086 -0.228 -0.202
H -2.0926 3.8956 -1.5603 0.006 -0.023 -0.014
H -1.8968 6.2825 -2.0442 0.001 -0.001 0.013
H -1.9412 7.0925 -4.3769 -0.002 0.017 -0.003
H -2.1957 5.4909 -6.2401 0.002 0.001 -0.013
H -2.4163 3.0885 -5.7830 0.000 -0.006 0.005
H -0.6927 0.1545 -5.5325 -0.016 0.005 0.012
H -0.9620 -0.7395 -7.8039 0.013 0.000 -0.003
H -3.2194 -1.0224 -8.7685 -0.001 -0.007 -0.010
H -5.2139 -0.3748 -7.4635 -0.009 0.003 -0.003
H -4.9720 0.5721 -5.2191 0.040 -0.031 0.014
H -3.3694 2.3457 -0.5704 -0.023 -0.010 -0.041
H -5.2006 1.9444 1.0081 0.026 0.007 0.013
H -6.8906 0.2054 0.5455 -0.010 -0.001 0.004
H -6.7575 -1.1218 -1.5373 -0.007 -0.009 -0.002
H -4.9627 -0.7172 -3.1509 0.008 0.056 0.005
C 2.4397 -1.5607 -1.5897 -0.036 -0.021 -0.052
N 3.7596 -1.9865 -1.9763 -0.027 -0.020 -0.061
C 4.4804 -2.4439 -0.7872 0.038 -0.037 0.018
N 4.5985 -1.3724 0.2029 -0.027 -0.017 0.052
C 3.2821 -0.9389 0.5967 0.052 -0.064 -0.031
N 2.4620 -0.4417 -0.5763 0.138 0.039 0.164
C 3.2786 0.6734 -1.2036 -0.001 0.085 -0.037
N 4.5957 0.2406 -1.5888 -0.007 0.058 -0.046
C 4.4820 -0.8513 -2.5547 0.022 -0.005 -0.043
C 5.3079 -0.2448 -0.4063 0.036 -0.002 0.011
H 1.9118 -2.4077 -1.1522 0.000 0.016 0.004
H 1.8902 -1.2102 -2.4672 0.017 -0.010 0.011
H 5.4774 -2.7734 -1.0779 -0.013 -0.002 0.004
H 3.9499 -3.2903 -0.3453 0.009 0.009 -0.001
H 3.3721 -0.1312 1.3226 -0.019 0.017 -0.023
H 2.7536 -1.7751 1.0587 -0.011 0.017 -0.008
H 3.3607 1.4831 -0.4768 -0.017 -0.029 -0.003
H 2.7344 1.0328 -2.0804 0.014 -0.012 0.020
H 5.4793 -1.1751 -2.8507 -0.012 0.001 0.004
H 3.9518 -0.4985 -3.4415 0.004 -0.002 0.015
H 5.3953 0.5638 0.3216 0.004 -0.009 -0.004
H 6.3083 -0.5649 -0.6953 -0.008 0.003 0.004
```
Positions in Å, forces in eV/Å.

- Charge: +2
- HOMO: -0.498 Ha
- Multiplicity: 1
- HOMO-LUMO gap: 8.333 eV

***

C37H43N3O3RhS as an isolated structure, computed with ωB97M-V/def2-TZVPD.

Structure (XYZ):
```
88
Properties=species:S:1:pos:R:3:forces:R:3
Rh -0.4410 -0.0059 0.4472 -0.566 4.668 -0.809
C -3.8063 -1.1353 -0.6261 0.094 0.059 0.072
C -2.6218 -0.5320 -1.3778 -0.267 -0.346 0.007
C -2.0692 -1.4817 -2.4387 0.122 -0.035 0.215
C -2.8955 0.8304 -1.9557 0.199 0.372 0.308
C -4.0462 1.0016 -2.7021 -0.026 -0.004 -0.098
C -4.3237 2.2181 -3.2973 0.039 0.009 -0.007
C -3.3777 3.2206 -3.2325 -0.122 -0.054 -0.033
C -2.1836 3.0917 -2.5272 0.321 -0.154 0.067
C -1.1676 4.2045 -2.8133 0.038 0.140 0.251
C 0.3142 3.8195 -2.7798 -0.140 -0.045 -0.055
C -1.4421 5.5022 -2.0359 0.039 -0.096 -0.129
C -2.0072 1.9112 -1.7633 -0.914 -0.314 -0.585
N -0.9864 1.7791 -0.8097 1.046 -1.278 1.259
C -0.5633 2.7937 -0.0987 -0.208 -0.084 -0.031
C 0.5211 2.6385 0.7483 0.241 0.719 0.372
C 1.2574 3.5365 1.5404 -0.429 -0.141 -0.280
C 2.2680 2.7965 2.1223 0.182 -0.691 -0.029
C 2.1256 1.4500 1.6891 0.398 0.471 0.548
N 1.1007 1.3860 0.8415 -1.525 -1.462 -0.133
C 3.0298 0.2981 2.0306 0.124 -0.056 0.036
C 2.5249 -0.9998 1.4033 -0.104 0.177 0.035
C 4.4343 0.6188 1.4899 -0.096 -0.061 0.029
C 3.0879 0.1244 3.5560 -0.093 -0.004 -0.064
H -3.4608 -1.9214 0.0481 0.009 -0.034 -0.066
H -4.5121 -1.5836 -1.3255 -0.041 0.018 -0.015
H -4.3211 -0.3694 -0.0473 -0.025 -0.031 -0.003
H -1.8054 -0.3931 -0.6305 -0.713 -0.381 -0.305
H -2.7976 -1.5975 -3.2413 -0.013 0.024 -0.027
H -1.8762 -2.4660 -2.0064 0.010 0.009 -0.011
H -1.1444 -1.0929 -2.8689 -0.019 -0.013 -0.060
H -4.7363 0.1773 -2.8259 0.003 -0.027 0.052
H -5.2399 2.3610 -3.8538 0.015 0.007 -0.016
H -3.5495 4.1359 -3.7870 0.057 0.017 -0.001
H -1.3692 4.4500 -3.8587 -0.035 -0.028 -0.001
H 0.7315 3.7836 -1.7762 0.068 0.017 0.013
H 0.8828 4.5659 -3.3350 0.011 -0.001 0.000
H 0.4753 2.8497 -3.2536 0.040 0.001 0.014
H -1.1291 5.4420 -0.9926 -0.001 0.047 -0.001
H -2.5037 5.7470 -2.0565 0.001 0.040 0.018
H -0.8912 6.3264 -2.4912 0.001 0.012 0.031
H -1.0817 3.7443 -0.1398 0.020 -0.005 -0.259
H 1.0716 4.5941 1.6432 0.012 0.000 -0.024
H 3.0537 3.1568 2.7663 0.025 0.032 -0.045
H 2.4725 -0.9184 0.3128 0.009 -0.044 -0.024
H 1.5384 -1.2308 1.8114 0.068 -0.053 0.038
H 3.1927 -1.8241 1.6547 0.023 -0.010 -0.037
H 4.4179 0.7077 0.4025 0.028 0.015 -0.002
H 5.1272 -0.1787 1.7644 0.004 -0.002 -0.014
H 4.8082 1.5541 1.9052 0.026 -0.003 -0.001
H 2.0869 -0.0462 3.9560 0.033 -0.002 0.018
H 3.5135 1.0053 4.0370 -0.007 0.005 0.008
H 3.7143 -0.7349 3.8025 0.023 0.018 0.014
O -0.3035 -0.0835 2.9115 -0.208 -0.204 0.556
C -1.3885 0.5006 2.9167 0.340 -0.185 0.494
C -2.2116 0.9487 4.0985 -0.097 0.030 -0.103
C -3.4787 1.4994 3.4319 0.186 -0.098 -0.062
C -3.1903 1.4643 1.9259 -0.586 0.433 -0.482
O -3.8906 1.9083 1.0539 0.150 -0.104 0.161
N -1.9775 0.8251 1.7546 2.061 -1.269 -0.908
H -1.6570 1.7091 4.6484 0.029 -0.031 0.013
H -2.3906 0.1116 4.7717 0.034 0.011 0.005
H -3.7328 2.5148 3.7266 -0.006 0.015 -0.047
H -4.3524 0.8722 3.6077 -0.019 0.021 -0.002
O -0.8408 -2.2214 0.7228 0.060 0.312 0.223
S 0.2026 -3.3249 0.8238 -0.176 -0.900 0.244
C -0.6930 -4.7976 0.3247 0.295 0.241 -0.184
C -0.0181 -5.6945 -0.4903 0.060 0.084 0.050
C -0.6971 -6.7973 -0.9856 -0.053 -0.065 0.007
C -2.0357 -6.9806 -0.6706 0.068 -0.031 -0.027
C -2.6967 -6.0755 0.1511 -0.020 0.030 0.033
C -2.0264 -4.9734 0.6555 -0.102 0.028 0.100
C 0.4173 -3.6430 2.5765 0.094 0.176 -0.170
C 1.6202 -4.2057 2.9806 -0.016 -0.046 -0.118
C 1.8823 -4.3327 4.3345 -0.036 -0.020 0.019
C 0.9494 -3.8860 5.2618 0.028 -0.044 0.011
C -0.2576 -3.3450 4.8420 0.020 -0.044 0.049
C -0.5314 -3.2201 3.4891 -0.080 0.070 -0.011
H 1.0244 -5.5287 -0.7349 -0.027 0.007 -0.056
H -0.1861 -7.5014 -1.6280 -0.001 -0.004 0.013
H -2.5685 -7.8330 -1.0702 -0.004 0.002 0.013
H -3.7396 -6.2282 0.3945 0.002 0.005 0.009
H -2.5346 -4.2598 1.2920 0.007 0.021 -0.045
H 2.3388 -4.5445 2.2425 0.047 0.072 0.028
H 2.8160 -4.7659 4.6669 -0.002 0.000 -0.010
H 1.1685 -3.9614 6.3187 -0.023 -0.011 -0.002
H -0.9788 -3.0107 5.5758 -0.024 0.007 -0.029
H -1.4553 -2.7759 3.1443 0.013 0.070 -0.011
```
Positions in Å, forces in eV/Å.

- Charge: +1
- HOMO (spin up / spin down): -0.375 / -0.375 Ha
- Multiplicity: 1
- HOMO-LUMO gap (spin up / spin down): 5.156 / 5.147 eV

***

C37H44AsClINO3S4SeW as an isolated structure, computed with ωB97M-V/def2-TZVPD.

Structure (XYZ):
```
94
Properties=species:S:1:pos:R:3:forces:R:3
W 0.9755 -1.6816 -1.8568 -1.047 0.879 -0.913
C -4.0914 -2.1880 3.7809 0.000 0.022 0.025
C -4.2091 -1.0746 2.7307 -0.042 0.010 0.017
C -5.6835 -0.9140 2.3588 -0.011 -0.025 -0.009
C -3.7227 0.2498 3.3369 -0.003 -0.002 0.015
C -3.3444 -1.4311 1.5244 0.085 -0.007 0.062
C -1.9607 -1.4904 1.6697 -0.046 0.000 -0.067
C -1.1817 -1.7791 0.5723 -0.098 -0.074 0.041
Se 0.7091 -2.0864 0.7123 0.231 -0.088 -0.100
C 1.6617 -0.4888 1.1310 0.106 0.082 -0.051
C 1.7763 -0.0866 2.4523 -0.050 -0.077 0.003
C 2.6444 0.9305 2.7996 0.037 0.032 0.013
C 3.4470 1.4585 1.7861 -0.060 0.069 -0.004
C 3.3834 1.0682 0.4553 -0.160 -0.109 -0.083
C 2.4278 0.0833 0.1056 0.101 0.010 -0.150
O 2.3356 -0.3061 -1.1749 -0.120 -0.163 -0.003
C 4.3552 1.6224 -0.5915 0.025 0.006 -0.011
C 5.1821 0.4637 -1.1815 -0.007 -0.004 -0.023
C 5.3337 2.6250 0.0270 0.029 -0.015 0.047
C 3.6139 2.3594 -1.7160 -0.028 0.003 0.043
C 2.7202 1.3963 4.2524 -0.026 0.038 -0.014
C 3.6751 2.5759 4.4290 0.063 0.002 -0.015
C 3.2027 0.2367 5.1336 -0.022 -0.003 0.015
C 1.3252 1.8447 4.7128 0.017 0.001 0.032
C -1.7222 -2.0392 -0.6914 0.203 -0.279 -0.168
O -0.8988 -2.3019 -1.7371 0.076 -0.055 0.052
C -3.1124 -2.0570 -0.8518 -0.019 0.170 0.215
C -3.8728 -1.7346 0.2757 -0.027 -0.018 -0.057
C -3.7734 -2.2900 -2.2097 0.005 -0.031 -0.052
C -3.5198 -1.0421 -3.0685 0.039 -0.009 -0.022
C -3.2157 -3.5340 -2.9189 0.024 -0.029 0.028
C -5.2865 -2.4955 -2.0826 -0.006 0.065 -0.039
H -4.6777 -1.9365 4.6673 -0.011 0.002 0.005
H -3.0565 -2.3323 4.0937 0.018 0.001 0.005
H -4.4575 -3.1367 3.3855 -0.003 -0.006 -0.019
H -6.2522 -0.6289 3.2448 0.001 0.007 0.016
H -6.1115 -1.8443 1.9816 0.002 -0.016 -0.004
H -5.8281 -0.1386 1.6046 0.012 0.022 -0.008
H -4.3738 0.5448 4.1619 -0.007 0.000 0.016
H -3.7270 1.0474 2.5925 -0.017 0.004 -0.025
H -2.7097 0.1681 3.7319 0.032 -0.004 -0.006
H -1.4995 -1.3055 2.6315 0.048 -0.001 0.003
H 1.1793 -0.5771 3.2116 -0.024 -0.039 -0.010
H 4.1642 2.2180 2.0538 -0.003 -0.015 -0.005
H 5.5130 -0.2252 -0.4017 0.021 0.022 0.003
H 6.0701 0.8573 -1.6789 0.001 0.020 -0.046
H 4.6110 -0.1053 -1.9130 0.000 -0.029 0.045
H 5.9785 2.1617 0.7764 -0.007 -0.019 0.018
H 4.8189 3.4701 0.4876 -0.013 0.023 -0.017
H 5.9761 3.0203 -0.7608 0.008 -0.008 -0.005
H 2.9174 1.7075 -2.2390 -0.016 -0.020 -0.013
H 4.3409 2.7425 -2.4347 0.007 -0.014 -0.045
H 3.0603 3.2112 -1.3167 -0.033 0.024 0.018
H 4.7018 2.3133 4.1675 0.005 -0.021 0.004
H 3.6730 2.8917 5.4731 -0.008 0.004 0.015
H 3.3755 3.4301 3.8196 -0.019 0.019 -0.012
H 4.1570 -0.1523 4.7765 0.029 0.016 -0.004
H 2.4862 -0.5855 5.1360 -0.006 -0.029 -0.014
H 3.3316 0.5691 6.1654 -0.016 0.013 0.022
H 0.9495 2.6516 4.0812 0.013 0.027 -0.019
H 1.3639 2.2099 5.7410 0.010 -0.010 0.020
H 0.6046 1.0271 4.6783 -0.019 -0.029 -0.016
H -4.9446 -1.7138 0.1663 -0.028 -0.010 -0.021
H -2.4581 -0.8007 -3.0936 -0.003 -0.025 -0.028
H -4.0557 -0.1814 -2.6640 0.009 0.014 0.026
H -3.8634 -1.2097 -4.0918 -0.027 0.005 -0.025
H -2.1465 -3.4631 -3.0991 -0.050 -0.003 -0.021
H -3.7253 -3.6529 -3.8769 -0.009 -0.014 -0.022
H -3.4037 -4.4329 -2.3284 0.007 -0.006 0.031
H -5.8023 -1.5960 -1.7435 0.005 0.015 0.035
H -5.5293 -3.3139 -1.4030 0.010 -0.024 0.004
H -5.6916 -2.7452 -3.0644 -0.001 0.001 -0.012
Cl 0.2250 4.8876 -4.2691 -0.001 0.044 -0.002
C 0.1439 3.4455 -3.3095 0.017 0.022 0.049
C 0.1498 3.5287 -1.9500 0.010 -0.080 -0.082
C 0.0752 2.3692 -1.1427 -0.280 -0.040 0.140
I -0.2177 2.6257 0.8959 0.050 -0.072 0.036
C 0.0424 1.1182 -1.7087 0.202 0.106 -0.466
O -0.1012 -0.0396 -1.1016 0.304 -0.238 0.268
C 0.0513 1.0516 -3.1337 -0.078 -0.006 0.121
N -0.0297 -0.2147 -3.6148 0.350 0.103 0.054
C -0.3034 -0.3741 -4.8904 0.043 0.154 -0.013
C -0.3808 0.7075 -5.7856 -0.003 0.011 0.062
C -0.1592 1.9792 -5.3358 0.002 -0.016 0.031
C 0.0348 2.1878 -3.9561 -0.053 -0.029 0.070
H 0.1941 4.4968 -1.4721 -0.001 0.030 -0.014
H -0.4415 -1.3824 -5.2457 0.042 -0.042 0.013
H -0.5957 0.5115 -6.8258 -0.008 -0.015 -0.013
H -0.1723 2.8258 -6.0081 -0.001 0.000 -0.013
S 1.4136 -4.2401 -1.5643 -0.206 -0.165 -0.099
As 3.1915 -3.1678 -1.1844 0.372 0.327 0.771
S 2.5892 -1.6198 -3.6049 0.114 -0.214 0.148
S 1.1009 -2.8954 -4.0625 -0.196 0.044 0.380
S 5.0575 -3.8586 -1.6157 0.136 -0.225 -0.156
```
Positions in Å, forces in eV/Å.

- HOMO: -0.280 Ha
- Multiplicity: 1
- HOMO-LUMO gap: 5.821 eV